1.
The following is a quantum chemistry calculation of a structure of composition C27H55AsBBrN5O3RbSi3, from the OMol25 dataset.

```
97
Properties=species:S:1:pos:R:3:forces:R:3:mulliken_charge:R:1
Rb -0.1393 0.2837 -0.0326 -0.172 0.790 -0.485 0.135
C -1.2086 1.3848 2.9739 0.066 0.472 0.258 -0.403
O -1.5231 0.2101 2.2584 -0.292 -0.323 0.173 -0.202
C -0.9823 -0.9310 2.8809 -0.048 -0.486 -0.017 -0.220
C -1.1744 -2.1421 1.9676 -0.344 0.157 0.525 -0.969
O -0.3695 -2.1450 0.8129 -0.038 -0.665 0.127 0.624
C 0.9531 -2.5933 1.0372 0.445 -0.333 -0.322 -0.070
C 1.6251 -2.7804 -0.3222 -0.296 -0.214 0.268 -0.326
O 1.9401 -1.5672 -0.9547 -0.141 0.049 -0.075 0.331
C 3.1853 -1.0402 -0.5542 0.432 0.198 -0.003 -0.433
H -1.5280 1.3015 4.0198 -0.012 -0.006 -0.033 0.335
H -1.7537 2.2040 2.5093 -0.026 0.026 -0.032 0.090
H -0.1330 1.5910 2.9391 -0.049 -0.034 0.022 0.132
H -1.5110 -1.1267 3.8291 0.133 0.021 -0.094 0.420
H 0.0791 -0.7683 3.1027 0.025 -0.012 0.044 0.060
H -2.2093 -2.1415 1.6134 0.038 -0.051 0.071 0.260
H -0.9979 -3.0582 2.5496 -0.058 0.076 -0.046 0.419
H 0.9304 -3.5606 1.5637 0.023 0.130 -0.029 0.511
H 1.5264 -1.8770 1.6358 -0.054 -0.014 0.070 -0.402
H 0.9154 -3.2891 -0.9800 0.136 -0.093 0.072 -0.502
H 2.5250 -3.3986 -0.1987 -0.075 0.007 -0.051 0.455
H 4.0029 -1.7178 -0.8283 -0.039 -0.054 -0.009 0.368
H 3.2304 -0.8509 0.5191 -0.007 0.049 0.120 -0.089
H 3.3093 -0.0978 -1.0778 0.077 0.067 0.008 0.152
C 0.2020 6.7912 0.5169 0.126 -0.046 0.085 -1.488
C -0.7234 5.6394 0.2949 -0.187 -0.080 -0.025 0.745
C -2.0098 5.6269 0.8265 0.200 -0.180 -0.141 -0.537
C -2.8165 4.5149 0.6548 -0.055 -0.100 -0.011 -0.613
C -2.2764 3.4564 -0.0542 0.077 0.170 -0.074 0.033
Br -3.2903 1.8656 -0.3039 -0.271 -0.046 -0.023 -0.064
N -1.0810 3.4499 -0.5943 -0.371 -0.566 -0.043 0.018
C -0.3199 4.5160 -0.4253 0.079 0.452 0.220 -0.430
H -0.3486 7.7202 0.6511 0.012 0.062 -0.062 0.450
H 0.9000 6.8942 -0.3107 0.031 0.084 -0.037 0.368
H 0.7893 6.6177 1.4199 0.065 0.016 0.021 0.264
H -2.3793 6.4796 1.3783 -0.020 0.082 0.045 0.420
H -3.8201 4.4691 1.0477 -0.037 -0.022 0.042 0.477
H 0.6600 4.4644 -0.8745 0.205 0.038 -0.057 0.346
B 2.6469 3.1227 1.3290 -0.247 -0.232 0.009 0.065
N 2.6343 2.8099 -0.1831 0.315 0.435 -0.107 -0.031
C 3.4481 3.2740 -1.1395 0.119 0.054 -0.322 -0.704
C 3.0549 2.7222 -2.3455 0.124 0.077 -0.129 -0.846
C 1.9650 1.9221 -2.0055 0.041 0.060 -0.110 -0.815
N 1.7310 1.9900 -0.7027 -0.041 0.004 -0.048 1.387
N 3.0472 1.8218 2.0619 0.298 0.168 0.173 -0.105
C 4.2949 1.4495 2.3666 0.331 -0.277 0.130 -0.193
C 4.2475 0.2296 3.0130 0.161 0.058 -0.006 -1.301
C 2.8850 -0.0559 3.0683 -0.013 0.014 0.033 -0.440
N 2.1769 0.9078 2.4831 -0.842 -0.445 0.081 -0.096
H 3.4750 3.9559 1.5453 0.241 0.228 -0.014 -0.221
H 1.5410 3.4432 1.6666 -0.219 0.075 0.134 -0.194
H 4.2371 3.9683 -0.9212 0.109 0.061 0.129 0.461
H 3.4893 2.8693 -3.3145 0.084 0.073 -0.148 0.549
H 1.3469 1.3061 -2.6393 -0.070 -0.057 -0.076 0.194
H 5.1361 2.0679 2.1285 0.138 0.191 -0.109 0.486
H 5.0661 -0.3509 3.3925 0.118 -0.035 0.078 0.446
H 2.4032 -0.8989 3.5418 -0.086 0.001 -0.053 0.617
C 1.8123 -0.5217 -5.0666 -0.570 -0.428 0.388 -1.020
Si 0.8031 -2.0892 -4.6188 1.320 -0.282 -0.872 0.286
C 0.2953 -2.8387 -6.3194 -0.304 0.313 0.803 -1.053
C 2.0361 -3.3575 -3.8743 -0.653 0.490 -0.009 -0.871
As -0.7784 -1.4696 -2.9435 -0.396 -0.324 -0.821 0.424
Si -2.2312 -0.0992 -4.2548 -0.781 1.120 -0.627 0.221
C -1.5438 1.6819 -4.1023 0.023 -0.793 0.139 -0.474
C -4.0275 -0.0354 -3.5832 0.753 -0.347 0.061 -0.990
C -2.4290 -0.4428 -6.1357 0.338 -0.197 0.749 -1.141
Si -2.1139 -3.4239 -2.8111 -0.719 -1.277 0.378 0.431
C -1.2305 -4.7572 -1.7474 -0.010 0.689 -0.425 -0.910
C -3.7232 -3.0693 -1.8254 0.639 0.281 -0.382 -1.164
C -2.6018 -4.2992 -4.4518 0.344 0.613 0.471 -1.165
H 2.4875 -0.6925 -5.9004 0.044 -0.214 -0.149 0.436
H 2.4092 -0.1951 -4.2206 0.080 0.081 0.209 0.160
H 1.1504 0.2950 -5.3432 -0.099 0.180 -0.055 0.252
H 1.1821 -3.0856 -6.8979 0.293 0.044 0.123 0.382
H -0.2855 -2.1383 -6.9085 -0.156 0.142 -0.094 0.292
H -0.2863 -3.7485 -6.2175 -0.142 -0.169 0.043 0.298
H 2.7823 -3.6751 -4.5965 0.027 0.050 -0.292 0.502
H 1.5213 -4.2472 -3.5227 -0.089 -0.188 0.069 0.276
H 2.5579 -2.9158 -3.0331 0.062 0.114 0.231 -0.078
H -1.2816 1.9095 -3.0700 0.019 0.087 0.136 -0.264
H -2.2609 2.4267 -4.4346 -0.249 0.013 -0.088 0.466
H -0.6481 1.8051 -4.7043 0.225 0.004 -0.089 0.331
H -4.0544 -0.1440 -2.5048 -0.048 -0.039 0.228 0.102
H -4.6434 -0.8173 -4.0142 -0.083 -0.245 -0.087 0.326
H -4.4957 0.9142 -3.8212 0.088 0.256 -0.158 0.398
H -1.5463 -0.1342 -6.6869 0.205 0.033 -0.088 0.339
H -3.2756 0.1029 -6.5429 -0.175 0.198 0.124 0.394
H -2.5965 -1.4967 -6.3366 -0.025 -0.195 -0.054 0.247
H -1.0794 -4.3862 -0.7379 0.048 0.116 0.190 -0.083
H -0.2625 -5.0253 -2.1603 0.217 -0.061 -0.052 0.295
H -1.8159 -5.6686 -1.6751 -0.271 -0.096 -0.131 0.500
H -3.5678 -2.2469 -1.1291 -0.019 0.109 0.116 0.153
H -4.0299 -3.9355 -1.2469 0.098 -0.256 0.032 0.455
H -4.5491 -2.8030 -2.4748 -0.147 0.130 -0.164 0.366
H -1.7866 -4.9202 -4.8117 0.183 -0.062 -0.058 0.317
H -2.8397 -3.5785 -5.2283 -0.046 0.114 -0.168 0.233
H -3.4681 -4.9415 -4.3240 -0.159 -0.075 0.223 0.406
```
Forces are in eV/Å.

Calculated values
- ΔE to the lowest compared entry with this formula, charge and spin: 0.3438 eV

---

2.
The following is a quantum chemistry calculation of a cluster of 8 separate species, C27H55BF2N2O28P3 in total, from the OMol25 dataset.

```
118
Properties=species:S:1:pos:R:3:forces:R:3:mulliken_charge:R:1
O -7.6275 -11.5693 -26.6500 -0.144 -0.086 0.030 -0.644
C -7.1666 -12.6259 -26.9755 0.411 0.876 -0.662 0.533
O -6.8893 -13.6561 -26.2281 -0.463 -0.569 0.036 -0.653
B -6.4481 -14.7915 -27.0843 0.725 -0.336 0.804 0.920
O -6.2174 -14.2071 -28.3883 -0.259 0.510 -0.767 -0.052
C -6.7116 -12.9751 -28.4380 -0.769 -1.080 0.169 0.241
O -6.9108 -12.3762 -29.4588 0.219 0.597 0.065 -0.471
O -7.3828 -15.9372 -27.1134 0.494 0.893 -0.114 -0.324
C -6.8014 -16.9978 -26.5540 -0.903 0.544 0.064 0.794
O -7.3848 -18.0132 -26.3322 0.533 -0.476 0.133 -0.641
C -5.3620 -16.5769 -26.1708 0.027 0.303 -0.149 0.306
O -5.1748 -15.3144 -26.5437 -0.541 -0.580 0.045 -0.464
O -4.5687 -17.2611 -25.6070 0.430 -0.464 0.246 -0.613
C -1.8213 -17.9142 -34.0027 0.566 0.924 -1.704 -1.506
C -1.8037 -16.9760 -32.8059 -0.102 -1.041 1.556 0.559
C -3.2119 -16.5494 -32.3533 0.161 -1.229 -0.880 -0.620
O -3.2250 -16.1251 -31.0311 0.052 0.246 0.314 -0.391
C -4.5257 -15.8546 -30.5883 -0.853 1.458 -0.050 -0.695
N -1.1405 -17.7034 -31.6915 -0.225 -0.471 0.194 -0.674
H -2.1717 -17.3958 -34.9066 -0.164 -0.096 0.063 0.368
H -2.3272 -18.8794 -33.9709 -0.470 0.277 0.773 0.391
H -0.7910 -18.1890 -34.2537 0.094 0.170 0.104 0.408
H -1.2015 -16.0747 -32.9407 -0.002 -0.093 -0.564 0.187
H -3.8486 -17.4455 -32.4534 -0.108 0.024 0.035 0.285
H -3.6148 -15.8226 -33.0727 -0.011 0.275 0.226 0.250
H -4.5518 -15.3401 -29.6303 0.606 -0.642 0.343 0.399
H -5.2365 -16.6846 -30.5934 0.362 -0.366 0.014 0.355
H -4.9848 -15.0566 -31.1966 0.051 -0.196 -0.473 0.106
H -1.8132 -18.3311 -31.2511 -0.192 0.445 0.214 0.258
H -0.5030 -18.3841 -32.0922 0.342 0.283 -0.131 0.250
C -11.8148 -18.2381 -23.6668 0.303 0.854 -0.266 -1.301
C -10.4994 -18.5795 -22.9458 0.274 -0.358 -1.280 0.438
C -10.6161 -19.5155 -21.7581 -0.781 -0.036 0.542 -0.578
O -11.3430 -18.8338 -20.7473 0.127 0.660 0.746 -0.349
C -11.4809 -19.6112 -19.5573 -0.635 0.658 -1.240 -0.713
N -9.5307 -19.1650 -23.8778 0.474 -0.357 0.669 -0.379
H -12.5781 -19.0141 -23.6394 -0.134 0.128 0.285 0.318
H -11.5892 -18.0410 -24.7177 0.157 -0.400 -0.071 0.330
H -12.1468 -17.2390 -23.3708 -0.659 -0.412 0.551 0.330
H -10.0923 -17.6332 -22.5882 0.221 -0.102 0.136 0.225
H -9.6432 -19.8678 -21.4002 0.194 0.374 -0.050 0.272
H -11.1932 -20.4326 -21.9612 0.078 -0.020 -0.564 0.368
H -10.5431 -19.6125 -18.9990 0.122 -0.803 -0.159 0.248
H -11.9275 -20.5298 -19.9540 0.601 -0.691 0.950 0.331
H -12.2227 -19.1700 -18.8901 -0.060 0.330 -0.273 0.243
H -9.2584 -18.5851 -24.6589 -0.122 0.160 0.045 0.090
H -9.8348 -20.0600 -24.2359 -0.074 0.020 -0.056 0.151
C -15.2384 -10.6260 -27.1500 -1.364 0.608 -0.465 -0.726
O -13.9558 -10.9461 -26.6989 0.990 -0.464 -0.201 -0.198
P -13.1988 -10.0898 -25.6022 0.072 1.486 -0.361 0.838
O -13.9520 -9.9670 -24.3461 0.832 -0.123 -0.237 -0.741
O -11.7174 -10.6719 -25.5634 -1.546 0.143 0.205 -0.360
C -11.1239 -11.2986 -26.7087 0.160 -0.977 0.106 -0.236
O -13.0020 -8.6813 -26.3945 -0.866 -0.874 0.302 -0.257
C -12.3268 -7.5852 -25.7917 1.566 -0.463 0.453 -0.630
H -15.8028 -10.0621 -26.4024 0.060 -0.152 0.056 0.321
H -15.8039 -11.5196 -27.4217 0.308 -0.221 0.392 0.260
H -15.2355 -10.0290 -28.0692 0.478 0.114 0.168 0.267
H -10.4506 -12.0188 -26.2493 0.446 0.267 -0.448 0.147
H -10.6404 -10.5950 -27.3842 0.161 0.176 0.370 0.231
H -11.8399 -11.8874 -27.2849 -0.215 0.208 0.166 0.291
H -11.4193 -7.4408 -26.3832 -0.313 0.597 -0.281 0.180
H -11.9002 -7.8295 -24.8123 -0.492 -0.188 0.145 0.323
H -12.9393 -6.6966 -25.6731 -0.210 -0.098 -0.365 0.267
C -9.7846 -9.9844 -30.3757 -0.683 0.045 -0.350 -0.389
O -9.5680 -8.6003 -30.6878 0.541 0.230 -0.175 -0.396
P -8.7204 -7.6890 -29.6646 -0.350 -0.517 -0.135 0.996
O -9.4657 -7.3234 -28.4426 0.896 -0.224 -0.900 -0.646
O -7.4205 -8.5872 -29.4462 0.442 1.145 0.604 -0.228
C -6.5746 -8.9724 -30.5298 -0.474 -1.382 -0.956 -0.458
O -8.2811 -6.4899 -30.6434 -0.746 -0.787 1.107 -0.328
C -9.3406 -5.5626 -31.0303 1.067 -0.483 -0.893 -0.673
H -9.3087 -10.2665 -29.4388 -0.311 -0.068 0.138 0.173
H -9.4133 -10.6577 -31.1536 0.420 0.425 -0.129 0.107
H -10.8701 -10.0911 -30.4250 0.065 -0.296 0.674 0.397
H -7.1959 -8.9313 -31.4253 0.468 0.288 -0.356 0.317
H -6.2916 -10.0246 -30.4414 -0.455 -0.075 0.575 0.013
H -5.6004 -8.5025 -30.6559 -0.441 1.007 0.414 0.299
H -9.4157 -5.7229 -32.1062 -0.143 0.408 -0.047 0.256
H -8.9146 -4.5911 -30.8040 -0.524 0.230 0.012 0.247
H -10.3250 -5.7539 -30.6121 0.230 -0.023 0.537 0.313
C -5.4930 -22.3269 -21.4206 -1.002 -0.341 0.146 -0.570
O -5.2505 -23.0444 -22.6361 0.241 0.328 -0.493 -0.348
P -5.9606 -22.5144 -23.9753 0.245 1.348 0.241 0.680
O -5.4565 -23.1428 -25.1885 -0.042 -0.593 0.144 -0.721
O -5.8157 -20.9291 -23.9154 -0.402 -1.038 -0.189 0.005
C -4.5567 -20.2720 -23.8518 0.617 0.861 -0.426 -0.516
O -7.5191 -22.6264 -23.6615 0.500 0.657 0.239 -0.027
C -8.1838 -23.8588 -23.7476 -0.866 -0.859 -0.706 -0.763
H -5.6366 -23.1195 -20.6868 0.340 0.357 0.363 0.287
H -6.4255 -21.7576 -21.4651 -0.045 -0.110 -0.151 0.212
H -4.7254 -21.5990 -21.1649 0.397 -0.407 -0.110 0.254
H -4.4431 -19.9302 -22.8256 0.300 0.149 -0.061 0.237
H -4.5432 -19.4334 -24.5499 -0.662 0.258 0.341 0.117
H -3.6573 -20.7869 -24.2044 -0.410 -0.966 0.391 0.319
H -8.8187 -24.0691 -22.8821 0.452 0.339 0.302 0.265
H -7.5043 -24.6994 -23.9100 -0.018 0.096 0.020 0.327
H -8.8927 -23.8091 -24.5826 0.302 -0.073 -0.085 0.263
C -7.4538 -13.6103 -32.2262 2.294 0.201 -0.894 -0.307
C -7.1034 -14.4873 -33.4093 -1.973 0.155 -1.371 0.121
O -7.0842 -15.8117 -32.9002 0.090 0.907 0.334 -0.301
C -7.7623 -15.7405 -31.7257 0.632 -0.986 1.403 0.448
O -7.8578 -16.6327 -30.9491 -0.468 -0.147 -0.483 -0.447
O -8.2292 -14.4957 -31.4556 -0.180 0.329 -0.267 -0.036
F -5.9884 -14.1554 -34.0949 0.248 -0.247 0.589 -0.303
H -7.8909 -12.6760 -32.5659 -0.673 -0.195 0.421 0.334
H -6.4944 -13.3765 -31.7486 -0.360 0.113 0.503 0.180
H -7.9521 -14.4472 -34.1081 0.360 -0.084 -0.325 0.325
C -11.0984 -14.6579 -29.7641 0.867 -0.137 -0.830 -0.062
C -9.9565 -14.9330 -28.7767 -0.254 0.718 -0.042 1.333
O -10.2709 -16.1868 -28.2422 0.660 0.090 0.186 -0.183
C -11.2698 -16.7619 -28.9259 -0.530 -0.293 -0.627 0.463
O -11.6378 -17.8870 -28.8410 0.124 0.175 0.374 -0.541
O -11.8094 -15.8797 -29.8046 -0.565 0.128 0.314 -0.405
F -9.9671 -13.9860 -27.7772 -0.142 -0.190 0.128 -0.268
H -10.7305 -14.5174 -30.7826 0.202 0.251 0.174 0.095
H -11.6742 -13.7737 -29.4891 -0.323 -0.344 0.307 0.256
H -8.9628 -14.8742 -29.2131 0.023 -0.515 0.113 -0.586
```
Forces are in eV/Å.

Calculated values
- Energy: -4527.21666 hartree
- Total charge: -1